Here is a structure of composition C38H40N8O5RhS4 in a non-equilibrium geometry from OMol25. Energies are from ωB97M-V with the def2-TZVPD basis set.

Atoms and positions in Å:
Rh: 0.575 0.560 -0.273
N: -1.289 -6.969 0.886
C: -1.427 -5.705 0.387
C: -0.313 -5.016 -0.121
C: -0.452 -3.741 -0.621
C: -1.700 -3.124 -0.606
C: -2.811 -3.788 -0.108
C: -2.676 -5.070 0.385
S: -1.857 -1.508 -1.242
O: -1.072 -1.407 -2.437
O: -3.240 -1.121 -1.274
N: -1.122 -0.590 -0.031
C: -1.844 0.563 0.296
N: -1.151 1.619 -0.154
C: -1.595 2.854 0.055
C: -2.799 3.020 0.706
C: -3.426 1.870 1.183
N: -2.949 0.638 1.012
H: -0.426 -7.466 0.774
H: -2.099 -7.504 1.136
H: 0.655 -5.500 -0.134
H: 0.405 -3.224 -1.038
H: -3.775 -3.297 -0.112
H: -3.543 -5.595 0.767
H: -0.987 3.676 -0.301
H: -3.223 4.000 0.869
H: -4.349 1.947 1.747
O: 2.396 -0.295 -0.274
C: 3.257 -0.093 0.811
C: 3.042 -1.143 1.895
C: 2.095 -2.121 1.888
C: 2.188 -2.994 3.009
C: 3.215 -2.667 3.837
S: 4.087 -1.312 3.254
C: 3.028 1.337 1.304
C: 3.156 1.958 2.495
C: 2.648 3.304 2.481
C: 2.130 3.667 1.286
S: 2.353 2.418 0.113
C: 4.676 -0.214 0.280
C: 5.817 0.369 0.737
C: 6.973 -0.066 0.029
C: 6.673 -0.965 -0.945
S: 4.994 -1.292 -1.016
H: 1.359 -2.211 1.102
H: 1.530 -3.835 3.175
H: 3.528 -3.163 4.742
H: 3.556 1.479 3.377
H: 2.681 3.966 3.335
H: 1.731 4.626 0.997
H: 5.838 1.090 1.543
H: 7.974 0.286 0.231
H: 7.347 -1.439 -1.640
N: 0.397 0.482 1.765
C: 0.122 0.040 2.795
N: -0.169 -0.460 3.958
C: -1.579 -0.580 4.371
C: -1.885 0.539 5.351
O: -0.980 0.507 6.437
C: 0.358 0.711 6.022
C: 0.802 -0.380 5.062
H: -1.692 -1.550 4.857
H: -2.217 -0.545 3.488
H: -2.886 0.427 5.764
H: -1.820 1.509 4.837
H: 0.971 0.699 6.921
H: 0.456 1.694 5.541
H: 0.816 -1.352 5.557
H: 1.791 -0.188 4.648
C: -3.712 1.824 -2.954
C: -3.044 1.150 -4.143
N: -2.360 2.092 -5.025
C: -3.188 3.000 -5.825
C: -3.124 4.440 -5.340
C: -1.030 2.120 -5.259
O: -0.512 2.824 -6.112
C: -0.137 1.237 -4.427
C: 0.717 0.340 -5.055
C: 1.571 -0.423 -4.283
C: 1.563 -0.266 -2.910
N: 0.772 0.630 -2.310
C: -0.070 1.357 -3.057
H: -4.136 1.069 -2.291
H: -4.512 2.494 -3.273
H: -2.989 2.421 -2.392
H: -3.797 0.623 -4.734
H: -2.338 0.393 -3.806
H: -4.209 2.621 -5.781
H: -2.851 2.943 -6.860
H: -3.449 4.521 -4.302
H: -3.774 5.069 -5.949
H: -2.107 4.821 -5.424
H: 0.699 0.251 -6.133
H: 2.240 -1.144 -4.729
H: 2.214 -0.831 -2.258
H: -0.706 2.056 -2.535

The LUMO energy is -3.5 eV. As for the charge: +1. The calculation puts the HOMO energy at -10.4 eV. For the largest force on an atom, the calculation gives 1.88 eV Å⁻¹.

=====

Here is a structure of composition C2H8N2 in a non-equilibrium geometry from OMol25. Energies are from ωB97M-V with the def2-TZVPD basis set.

Atoms and positions in Å:
N: -0.233 -0.582 -1.880
C: 0.228 -0.778 -0.246
C: 0.167 0.685 0.209
N: -0.272 0.776 1.607
H: 0.473 -1.203 -2.309
H: -0.812 -0.975 -0.846
H: -0.107 -1.437 0.572
H: 1.290 -1.134 -0.401
H: -0.514 1.174 -0.468
H: 1.123 1.211 0.137
H: -0.113 1.715 1.941
H: -1.231 0.548 1.684

The LUMO energy is 1.0 eV. The calculation puts the HOMO energy at -8.9 eV. For the largest force on an atom, the calculation gives 5.23 eV Å⁻¹.

=====

Here is a cluster of 2 separate species, C3H7O3 in total in a non-equilibrium geometry from OMol25. Energies are from ωB97M-V with the def2-TZVPD basis set.

Atoms and positions in Å:
O: 0.173 1.436 2.104
C: -0.017 0.385 1.413
O: -1.058 -0.331 1.423
C: 1.080 -0.110 0.416
C: 0.779 0.425 -0.973
H: 1.899 0.197 1.068
H: 1.015 -1.248 0.446
H: -0.120 1.102 -1.030
H: 1.493 1.199 -1.245
H: 0.734 -0.266 -1.800
H: -2.245 -0.309 -0.954
H: -1.607 -1.185 -0.017
O: -2.126 -1.294 -0.852

The LUMO energy is 4.2 eV. As for the charge: -1. The calculation puts the HOMO energy at -4.4 eV. For the largest force on an atom, the calculation gives 2.72 eV Å⁻¹.

=====

Here is a structure of composition C13H9N5O2SV from OMol25. Energies are from ωB97M-V with the def2-TZVPD basis set.

Atoms and positions in Å:
V: -0.289 0.297 0.141
N: 4.015 0.006 0.292
C: 2.940 0.164 -0.488
N: 1.859 0.033 0.250
C: 2.351 -0.197 1.504
N: 3.657 -0.216 1.572
C: 1.388 -0.326 2.602
C: 1.704 -0.508 3.937
N: 0.761 -0.553 4.871
C: -0.497 -0.403 4.468
C: -0.837 -0.221 3.132
N: 0.116 -0.193 2.203
H: 4.989 0.053 0.043
H: 2.975 0.376 -1.543
H: 2.735 -0.613 4.249
H: -1.263 -0.426 5.232
H: -1.859 -0.088 2.791
O: -3.228 0.657 1.383
C: -2.725 1.092 0.354
O: -2.079 0.341 -0.497
C: -2.793 2.553 0.020
C: -4.035 3.155 -0.136
C: -4.130 4.506 -0.427
C: -2.972 5.261 -0.539
C: -1.731 4.673 -0.362
C: -1.617 3.311 -0.086
S: -0.001 2.634 0.184
H: -4.930 2.554 -0.023
H: -5.101 4.966 -0.557
H: -3.037 6.320 -0.758
H: -0.828 5.266 -0.433

The LUMO energy (alpha / beta) is -0.8 / -0.9 eV. The calculation puts the HOMO energy (alpha / beta) at -6.9 / -7.3 eV. The spin multiplicity is 4. For the largest force on an atom, the calculation gives 0.65 eV Å⁻¹.

=====

Here is a cluster of 5 separate species, C5H15N5O10 in total in a non-equilibrium geometry from OMol25. Energies are from ωB97M-V with the def2-TZVPD basis set.

Atoms and positions in Å:
C: -2.131 17.107 1.200
N: -0.768 17.191 0.563
O: -0.629 16.682 -0.549
O: 0.099 17.774 1.169
H: -1.967 16.971 2.269
H: -2.742 16.282 0.835
H: -2.495 18.093 0.911
C: -1.129 24.454 4.086
N: -2.473 23.917 4.428
O: -2.731 23.551 5.572
O: -3.150 23.869 3.427
H: -0.890 24.273 3.038
H: -0.367 23.980 4.704
H: -1.220 25.529 4.238
C: 2.534 22.360 -0.393
N: 2.226 23.553 0.418
O: 1.083 23.757 0.770
O: 3.153 24.336 0.647
H: 1.830 21.608 -0.037
H: 3.581 22.086 -0.263
H: 2.432 22.592 -1.454
C: -1.493 18.703 -2.966
N: -2.920 18.536 -2.478
O: -3.780 19.204 -3.023
O: -3.166 17.853 -1.473
H: -1.354 19.699 -3.386
H: -1.311 17.931 -3.715
H: -0.849 18.663 -2.087
C: -2.065 22.922 0.047
N: -1.765 21.476 0.215
O: -1.305 20.872 -0.752
O: -1.982 20.980 1.315
H: -2.841 23.056 -0.707
H: -1.159 23.447 -0.254
H: -2.473 23.235 1.008

The LUMO energy (alpha / beta) is -5.2 / -10.2 eV. As for the charge: +1. The calculation puts the HOMO energy (alpha / beta) at -13.2 / -13.2 eV. The spin multiplicity is 2. For the largest force on an atom, the calculation gives 2.98 eV Å⁻¹.

=====

Here is an isolated molecule of C4H9NO2 in a non-equilibrium geometry from OMol25. Energies are from ωB97M-V with the def2-TZVPD basis set.

Atoms and positions in Å:
H: 1.939 -3.329 -0.918
N: 1.800 -2.360 -0.512
C: 0.678 -1.844 -0.716
C: 0.323 -0.134 -0.244
C: 0.576 0.022 1.308
O: 1.109 0.690 -0.949
O: -1.023 0.052 -0.570
C: -1.365 1.461 -0.828
H: -0.173 -2.324 -1.118
H: 1.243 -0.831 1.647
H: 1.106 0.965 1.483
H: -0.443 -0.040 1.667
H: 1.970 0.415 -0.688
H: -1.127 1.763 -1.895
H: -0.969 2.167 -0.185
H: -2.538 1.471 -0.674

The LUMO energy is 1.0 eV. The SMILES is [H]/N=C/[C@@](C)(O)OC. The calculation puts the HOMO energy at -9.0 eV. For the largest force on an atom, the calculation gives 4.64 eV Å⁻¹.

=====

Here is a structure of composition C2H4Cl2Na from OMol25. Energies are from ωB97M-V with the def2-TZVPD basis set.

Atoms and positions in Å:
Cl: -0.166 -1.478 0.846
Cl: -1.094 1.254 0.397
C: 0.947 0.156 -1.006
C: -0.374 -0.186 -0.362
H: 1.376 -0.736 -1.493
H: 1.664 0.524 -0.252
H: 0.806 0.941 -1.769
H: -1.119 -0.560 -1.093
Na: -2.040 0.085 4.731

The LUMO energy is -5.5 eV. As for the charge: +1. The calculation puts the HOMO energy at -13.9 eV. For the largest force on an atom, the calculation gives 0.87 eV Å⁻¹.

=====

Here is a structure of composition C58H47ClGeN4O3P2PdSTe from OMol25. Energies are from ωB97M-V with the def2-TZVPD basis set.

Atoms and positions in Å:
Pd: 0.286 0.427 0.320
Te: -2.717 -2.670 1.550
C: -4.831 -2.726 1.486
C: -5.564 -1.870 0.675
C: -6.945 -1.993 0.650
N: -7.626 -2.889 1.365
C: -6.913 -3.695 2.152
C: -5.531 -3.653 2.249
C: -2.523 -1.712 -0.357
P: -1.582 -2.835 -1.391
C: -1.723 -2.356 -3.154
C: -0.993 -1.255 -3.611
C: -0.985 -0.911 -4.951
C: -1.694 -1.677 -5.867
C: -2.404 -2.785 -5.431
C: -2.411 -3.133 -4.085
C: -2.521 -4.400 -1.316
C: -1.783 -5.568 -1.132
C: -2.429 -6.787 -0.970
C: -3.815 -6.841 -0.988
C: -4.556 -5.682 -1.188
C: -3.913 -4.466 -1.356
P: -1.991 0.030 -0.228
C: -2.450 0.643 -1.898
C: -1.918 1.857 -2.327
C: -2.307 2.399 -3.546
C: -3.229 1.733 -4.343
C: -3.768 0.527 -3.916
C: -3.385 -0.014 -2.697
C: -3.331 0.854 0.756
C: -4.327 1.629 0.158
C: -5.311 2.241 0.924
C: -5.314 2.106 2.303
C: -4.325 1.350 2.914
C: -3.347 0.733 2.149
H: -5.070 -1.125 0.066
H: -7.538 -1.339 0.018
H: -7.480 -4.422 2.724
H: -5.008 -4.347 2.898
H: -0.446 -0.656 -2.897
H: -0.422 -0.045 -5.278
H: -1.693 -1.411 -6.917
H: -2.954 -3.392 -6.140
H: -2.963 -4.007 -3.768
H: -0.700 -5.512 -1.104
H: -1.846 -7.687 -0.817
H: -4.321 -7.790 -0.855
H: -5.639 -5.724 -1.205
H: -4.489 -3.561 -1.512
H: -1.214 2.384 -1.693
H: -1.895 3.348 -3.868
H: -3.535 2.164 -5.288
H: -4.491 0.004 -4.531
H: -3.814 -0.950 -2.361
H: -4.358 1.755 -0.914
H: -6.077 2.831 0.434
H: -6.080 2.589 2.898
H: -4.307 1.246 3.992
H: -2.593 0.139 2.642
Cl: -0.359 3.335 0.618
C: -0.259 1.862 1.664
H: -1.231 1.771 2.119
H: 0.473 2.082 2.433
C: 2.827 4.254 -3.080
C: 1.881 3.237 -3.067
C: 1.815 2.368 -1.985
C: 2.683 2.484 -0.896
C: 3.632 3.505 -0.937
C: 3.707 4.383 -2.014
Ge: 2.567 1.168 0.617
C: 4.094 -0.026 0.163
C: 4.393 -1.142 0.949
C: 5.397 -2.034 0.593
C: 6.130 -1.823 -0.566
C: 5.864 -0.710 -1.352
C: 4.857 0.177 -0.990
C: 3.271 2.218 2.154
C: 4.363 1.771 2.903
C: 4.881 2.531 3.946
C: 4.307 3.752 4.272
C: 3.215 4.209 3.546
C: 2.706 3.451 2.498
H: 2.878 4.941 -3.916
H: 1.184 3.133 -3.892
H: 1.075 1.577 -1.986
H: 4.319 3.619 -0.104
H: 4.449 5.173 -2.018
H: 3.811 -1.337 1.845
H: 5.600 -2.900 1.213
H: 6.903 -2.527 -0.852
H: 6.430 -0.538 -2.260
H: 4.658 1.038 -1.618
H: 4.825 0.823 2.658
H: 5.742 2.175 4.500
H: 4.713 4.346 5.082
H: 2.761 5.163 3.792
H: 1.871 3.838 1.924
O: 5.550 -8.154 1.489
S: 4.238 -7.957 0.885
O: 3.292 -7.539 1.911
O: 3.769 -9.197 0.275
C: 4.373 -6.692 -0.408
N: 5.258 -7.001 -1.343
C: 5.336 -6.045 -2.305
C: 4.590 -4.905 -2.289
C: 3.672 -4.683 -1.221
N: 3.590 -5.662 -0.253
C: 2.863 -3.532 -1.082
C: 2.054 -3.331 0.075
C: 1.290 -2.211 0.188
N: 1.231 -1.213 -0.752
C: 2.035 -1.381 -1.821
C: 2.815 -2.482 -2.037
H: 6.050 -6.245 -3.096
H: 4.708 -4.167 -3.071
H: 2.067 -4.075 0.859
H: 0.690 -2.056 1.072
H: 2.036 -0.573 -2.545
H: 3.418 -2.520 -2.935

The LUMO energy (alpha / beta) is 1.8 / -1.5 eV. As for the charge: -1. The calculation puts the HOMO energy (alpha / beta) at -3.1 / -5.5 eV. The spin multiplicity is 4. For the largest force on an atom, the calculation gives 0.94 eV Å⁻¹.

=====

Here is an isolated molecule of C3H5F2N in a non-equilibrium geometry from OMol25. Energies are from ωB97M-V with the def2-TZVPD basis set.

Atoms and positions in Å:
C: -0.383 1.388 -0.217
C: 1.260 -0.035 0.358
C: -0.831 -0.990 0.039
N: 0.023 0.176 -0.005
F: 2.193 0.883 -0.004
F: 1.790 -1.302 0.169
H: -1.448 1.492 -0.082
H: 0.340 2.172 -0.206
H: -0.302 -1.925 0.216
H: -1.569 -0.639 0.774
H: -1.073 -1.220 -1.042

The LUMO energy (alpha / beta) is 0.6 / 0.6 eV. The calculation puts the HOMO energy (alpha / beta) at -7.2 / -7.3 eV. For the largest force on an atom, the calculation gives 3.83 eV Å⁻¹.

=====

Here is a structure of composition C2H2I4S from OMol25. Energies are from ωB97M-V with the def2-TZVPD basis set.

Atoms and positions in Å:
C: 1.363 -0.566 -0.282
C: -1.363 -0.566 0.282
S: 0.000 -1.709 0.000
I: 1.793 0.745 1.405
I: 3.045 -1.792 -0.812
I: -1.793 0.745 -1.405
I: -3.044 -1.792 0.812
H: 1.145 0.083 -1.128
H: -1.145 0.082 1.128

The LUMO energy is -0.8 eV. The calculation puts the HOMO energy at -9.5 eV. For the largest force on an atom, the calculation gives 0.54 eV Å⁻¹.

=====

Here is a structure of composition C16H19N3O in a non-equilibrium geometry from OMol25. Energies are from ωB97M-V with the def2-TZVPD basis set.

Atoms and positions in Å:
C: -7.107 -1.601 0.270
C: -5.610 -1.073 0.104
C: -5.342 0.370 0.329
C: -4.160 0.744 0.283
C: -3.112 -0.236 -0.144
C: -3.461 -1.493 -0.194
C: -4.783 -2.025 -0.027
H: -4.896 -2.924 -0.515
H: -2.643 -2.049 -0.578
C: -1.725 0.364 -0.070
C: -1.379 1.826 0.289
C: -0.010 2.152 0.143
O: 0.556 2.701 0.909
N: 0.887 1.571 -0.679
H: 0.453 0.785 -1.465
C: 2.209 1.712 -0.694
C: 3.150 0.383 -0.309
H: 2.777 0.215 0.733
C: 4.715 0.981 -0.440
N: 5.368 -0.213 0.136
C: 5.923 -1.189 -0.880
N: 6.443 -2.036 0.038
C: 6.362 -1.711 1.248
C: 5.583 -0.622 1.472
H: 5.302 0.051 1.907
H: 6.844 -2.427 1.958
H: 5.948 -1.305 -1.861
H: 4.952 1.335 -1.415
H: 4.731 1.668 0.420
H: 2.962 -0.350 -0.944
H: 2.489 2.716 -0.225
H: 2.500 1.979 -1.979
H: -1.952 2.413 0.703
H: -1.079 -0.470 -0.415
H: -4.081 1.759 0.504
H: -6.279 1.147 0.626
H: -7.858 -0.827 -0.242
H: -7.288 -2.429 -0.216
H: -7.387 -1.893 1.218

The LUMO energy is -0.4 eV. The calculation puts the HOMO energy at -8.3 eV. For the largest force on an atom, the calculation gives 17.15 eV Å⁻¹.

=====

Here is a cluster of 2 separate species, CH6Cl2Si2 in total in a non-equilibrium geometry from OMol25. Energies are from ωB97M-V with the def2-TZVPD basis set.

Atoms and positions in Å:
C: -0.132 0.226 -1.545
Si: 0.861 -0.420 1.635
Si: -0.807 -0.180 0.186
Cl: -1.973 -1.784 0.171
Cl: -2.080 1.350 0.366
H: -0.339 -0.591 -2.289
H: -0.720 1.069 -1.934
H: 0.901 0.262 -1.445
H: 1.812 -1.280 1.022
H: 1.072 -0.196 3.066
H: 1.403 1.544 0.767

The LUMO energy is -0.3 eV. The calculation puts the HOMO energy at -9.5 eV. For the largest force on an atom, the calculation gives 3.99 eV Å⁻¹.